# 1
The following is a quantum chemistry calculation of 2 unconnected molecules or ions with the total composition C2H7NO3 in a non-equilibrium geometry, from the Open Molecules 2025 dataset.

Calculated values
SMILES string: O=CO.NCO
Lowest unoccupied orbital energy: 0.776 eV
DFT total energy: -9819.3206 eV
HOMO-LUMO gap: 0.3790 Ha
HOMO level: -0.350 Ha
Strongest force on any atom: 2.506 eV Å⁻¹

CARTESIAN COORDINATES (ANGSTROEM)
O -1.42 0.94 0.51
C -0.82 1.95 0.66
O 0.51 2.07 0.86
H -1.36 2.91 0.75
H 0.77 1.18 1.16
N 0.66 -2.14 -1.66
C -0.03 -1.41 -0.61
O 0.89 -0.86 0.32
H 0.95 -3.09 -1.47
H 0.10 -2.10 -2.50
H -0.62 -0.62 -1.15
H -0.97 -1.73 -0.14
H 1.13 -1.63 0.88

Atom charges from the Löwdin analysis, given in e for atoms 1 to 8:
1 O 0.06
2 C -0.39
3 O 0.07
4 H 0.14
5 H 0.10
6 N 0.02
7 C -0.39
8 O -0.08


# 2
The following is a quantum chemistry calculation of a molecular structure, C14H28BrGeNOPtSe3 in a non-equilibrium geometry, from the Open Molecules 2025 dataset.

Calculated values
Total charge: +2
Lowest unoccupied orbital energy: -7.925 eV
DFT total energy: -344339.0793 eV
HOMO-LUMO gap: 0.2240 Ha
HOMO level: -0.515 Ha
Strongest force on any atom: 1.855 eV Å⁻¹

CARTESIAN COORDINATES (ANGSTROEM)
Pt 0.71 -0.53 0.18
C 1.82 -1.74 3.22
Se 0.44 -0.51 2.65
C -1.12 -1.73 2.65
C -0.98 -2.99 1.82
Se -0.63 -2.71 -0.11
C 0.97 -3.81 -0.26
H 1.56 -2.10 4.21
H 2.76 -1.19 3.26
H 1.91 -2.57 2.52
H -1.95 -1.12 2.28
H -1.31 -2.00 3.69
H -1.92 -3.54 1.88
H -0.18 -3.64 2.19
H 0.76 -4.78 0.18
H 1.81 -3.34 0.24
H 1.21 -3.94 -1.31
O 3.98 -0.82 -5.32
C 3.20 -0.86 -4.26
C 1.80 -0.90 -4.32
C 1.07 -0.90 -3.15
N 1.64 -0.88 -1.95
C 2.97 -0.87 -1.89
Br 3.65 -0.85 -0.12
C 3.80 -0.86 -2.98
H 3.49 -0.82 -6.15
H 1.29 -0.92 -5.28
H -0.01 -0.93 -3.16
H 4.87 -0.85 -2.90
C -2.02 2.27 2.42
Ge -2.74 2.44 0.58
C -3.99 3.95 0.40
C -3.21 0.65 -0.12
C -1.19 2.99 -0.68
Se 0.40 1.95 -0.78
C 1.35 2.68 0.74
H -2.80 1.93 3.08
H -1.66 3.22 2.79
H -1.21 1.54 2.46
H -4.89 3.77 0.98
H -4.28 4.13 -0.63
H -3.53 4.86 0.79
H -3.86 0.12 0.58
H -2.31 0.05 -0.28
H -3.74 0.72 -1.07
H -0.89 4.01 -0.42
H -1.62 3.00 -1.68
H 0.76 2.56 1.64
H 1.53 3.74 0.56
H 2.30 2.16 0.84

Atom charges from the Löwdin analysis, given in e for atoms 1 to 8:
1 Pt 0.36
2 C -0.32
3 Se 0.97
4 C -0.47
5 C -0.47
6 Se 0.98
7 C -0.36
8 H 0.06


# 3
The following is a quantum chemistry calculation of a molecular structure, C18H25F3N6O2RuSSi, from the Open Molecules 2025 dataset.

Calculated values
Lowest unoccupied orbital energy (alpha / beta): 0.389 / -1.156 eV
DFT total energy: -61557.1659 eV
⟨S²⟩: 6.023
HOMO-LUMO gap (alpha / beta): 0.2972 / 0.2404 Ha
HOMO level (alpha / beta): -0.283 / -0.283 Ha
Strongest force on any atom: 0.901 eV Å⁻¹
Spin multiplicity: 5

CARTESIAN COORDINATES (ANGSTROEM)
Ru -0.39 0.65 0.18
C -1.99 0.80 3.41
C -0.49 0.78 3.42
C 0.23 0.84 4.58
C 1.62 0.79 4.52
C 2.27 0.69 3.31
C 1.50 0.65 2.13
N 0.14 0.68 2.24
N 1.92 0.58 0.87
Si 3.38 1.16 0.17
C 3.32 3.03 0.03
C 3.52 0.37 -1.53
C 4.95 0.72 1.11
H -2.37 1.24 4.32
H -2.36 -0.23 3.34
H -2.36 1.35 2.55
H -0.29 0.93 5.53
H 2.20 0.84 5.43
H 3.35 0.65 3.25
H 2.43 3.39 -0.48
H 4.20 3.41 -0.49
H 3.32 3.47 1.03
H 2.59 0.41 -2.10
H 3.82 -0.68 -1.44
H 4.29 0.87 -2.12
H 5.06 1.32 2.02
H 5.81 0.91 0.48
H 4.97 -0.34 1.40
N -1.62 -0.38 -3.77
C -1.61 -0.43 -2.43
N -0.77 0.45 -1.92
C -0.20 1.12 -3.00
C 0.73 2.15 -3.04
C 1.11 2.62 -4.28
C 0.59 2.07 -5.46
C -0.34 1.05 -5.43
C -0.73 0.60 -4.18
H -2.21 -0.95 -4.36
H -2.23 -1.08 -1.85
H 1.12 2.57 -2.12
H 1.84 3.42 -4.34
H 0.92 2.46 -6.41
H -0.76 0.64 -6.34
F -5.06 -0.15 1.71
C -4.59 -1.19 1.00
F -5.06 -2.30 1.55
F -5.12 -1.10 -0.24
C -3.04 -1.16 0.93
O -2.42 -2.09 1.40
O -2.62 -0.13 0.34
S -0.75 2.76 0.15
N 0.93 -1.99 -0.80
N 0.07 -1.55 0.25
H 1.32 -2.89 -0.56
H 1.70 -1.32 -0.82
H 0.47 -1.71 1.18
H -0.80 -2.07 0.24

Atom charges from the Löwdin analysis, given in e for atoms 1 to 8:
1 Ru 1.06
2 C -0.02
3 C -0.32
4 C -0.05
5 C -0.06
6 C -0.02
7 C -0.47
8 N -0.04


# 4
The following is a quantum chemistry calculation of 9 unconnected molecules or ions with the total composition C5H29N2O9 in a non-equilibrium geometry, from the Open Molecules 2025 dataset.

Calculated values
Total charge: +1
Lowest unoccupied orbital energy: -2.487 eV
DFT total energy: -27057.7934 eV
HOMO-LUMO gap: 0.3726 Ha
HOMO level: -0.464 Ha
Strongest force on any atom: 4.543 eV Å⁻¹

CARTESIAN COORDINATES (ANGSTROEM)
O 1.07 2.10 2.17
C 0.89 1.08 2.81
C -0.01 -0.01 2.30
C -1.46 0.39 2.57
C -2.69 0.00 1.74
C -3.03 -1.48 1.52
N -2.35 -2.13 0.33
N 0.14 -0.56 0.99
H 1.42 1.03 3.77
H 0.15 -0.93 2.91
H -1.70 1.49 2.62
H -1.75 0.37 3.65
H -3.58 0.59 1.97
H -2.46 0.34 0.72
H -4.12 -1.57 1.40
H -2.78 -2.04 2.43
H -1.70 -2.90 0.62
H -3.04 -2.52 -0.31
H 1.06 -0.90 0.78
H -1.83 -1.38 -0.16
H -0.14 -0.01 0.19
H 1.40 -0.83 -3.08
H 2.30 0.38 -3.24
O 1.49 -0.03 -3.60
H -0.75 0.21 -2.06
H -1.81 1.09 -1.47
O -1.39 0.21 -1.32
H 2.22 -3.11 -1.67
H 1.73 -1.91 -0.88
O 1.49 -2.49 -1.61
H 0.48 2.21 0.37
H 1.04 3.51 -0.14
O 0.64 2.69 -0.47
H 2.96 0.51 -0.66
H 3.84 -0.72 -0.29
O 2.94 -0.46 -0.54
H 3.18 2.32 -2.45
H 2.37 2.60 -1.17
O 3.12 2.07 -1.51
H 0.36 -3.56 -0.82
H -0.03 -4.64 0.24
O -0.39 -3.94 -0.31
H -1.98 3.54 -2.52
H -1.07 2.91 -1.45
O -1.85 2.73 -1.99

Atom charges from the Löwdin analysis, given in e for atoms 1 to 8:
1 O 0.05
2 C -0.16
3 C -0.36
4 C -0.16
5 C -0.17
6 C -0.12
7 N 0.17
8 N 0.08


# 5
The following is a quantum chemistry calculation of 2 unconnected molecules or ions with the total composition C3H7N3OS in a non-equilibrium geometry, from the Open Molecules 2025 dataset.

Calculated values
Lowest unoccupied orbital energy: -1.838 eV
DFT total energy: -20571.1571 eV
HOMO-LUMO gap: 0.2280 Ha
HOMO level: -0.296 Ha
Strongest force on any atom: 6.250 eV Å⁻¹

CARTESIAN COORDINATES (ANGSTROEM)
C -0.96 -0.99 1.68
C -0.20 -0.10 0.74
C -0.72 0.05 -1.76
H -2.63 -0.92 3.03
H -0.73 -0.51 2.74
H -0.40 -2.00 1.67
H -1.95 -0.05 -0.27
H -1.62 0.34 -2.40
H 0.60 -0.43 -3.17
H 1.88 0.12 -1.53
N -1.00 0.22 -0.44
N 0.38 -0.44 -2.14
N 1.08 0.06 0.90
O -2.41 -0.85 1.45
S 2.01 1.10 -0.24

Atom charges from the Löwdin analysis, given in e for atoms 1 to 8:
1 C -0.28
2 C -0.43
3 C -0.31
4 H 0.36
5 H 0.12
6 H 0.14
7 H 0.09
8 H 0.15


# 6
The following is a quantum chemistry calculation of a molecular structure, C10H13AlCl3GeNOPS2Se3Te in a non-equilibrium geometry, from the Open Molecules 2025 dataset.

Calculated values
Lowest unoccupied orbital energy (alpha / beta): -0.528 / -1.981 eV
DFT total energy: -349100.6245 eV
⟨S²⟩: 0.756
HOMO-LUMO gap (alpha / beta): 0.2700 / 0.2258 Ha
HOMO level (alpha / beta): -0.289 / -0.299 Ha
Strongest force on any atom: 1.597 eV Å⁻¹
Spin multiplicity: 2

CARTESIAN COORDINATES (ANGSTROEM)
Al -0.07 -0.75 0.22
S 0.79 -2.92 -0.38
C 2.00 -2.12 0.45
N 1.77 -0.87 0.87
C 2.81 -0.35 1.61
C 2.84 0.89 2.23
C 3.95 1.23 2.99
C 5.01 0.35 3.12
C 5.00 -0.89 2.50
C 3.89 -1.24 1.75
S 3.56 -2.73 0.89
H 2.00 1.56 2.11
H 3.98 2.18 3.49
H 5.86 0.63 3.72
H 5.83 -1.57 2.60
Se -1.63 0.04 3.39
Se 0.50 -0.21 4.45
Te 1.31 -2.48 4.23
Se -1.73 -1.55 1.74
Cl 1.50 -0.55 -3.14
Ge -0.59 -0.56 -2.39
Cl -1.54 -2.06 -3.64
Cl -1.24 1.35 -3.41
C -0.44 3.20 2.02
P -0.39 2.53 0.33
C -1.92 2.94 -0.53
C 1.03 3.17 -0.60
O -0.25 1.00 0.41
H -0.53 4.28 1.99
H 0.45 2.91 2.57
H -1.31 2.77 2.53
H -2.02 4.02 -0.61
H -2.77 2.53 0.00
H -1.87 2.50 -1.53
H 0.93 4.24 -0.75
H 1.03 2.66 -1.56
H 1.95 2.95 -0.07

Atom charges from the Löwdin analysis, given in e for atoms 1 to 8:
1 Al -0.57
2 S 0.69
3 C -1.09
4 N -0.03
5 C -0.33
6 C -0.07
7 C -0.08
8 C -0.08


# 7
The following is a quantum chemistry calculation of 2 unconnected molecules or ions with the total composition HO3S3 in a non-equilibrium geometry, from the Open Molecules 2025 dataset.

Calculated values
Total charge: -1
Lowest unoccupied orbital energy (alpha / beta): 2.057 / 2.396 eV
DFT total energy: -38664.6743 eV
HOMO-LUMO gap (alpha / beta): 0.2014 / 0.2247 Ha
HOMO level (alpha / beta): -0.126 / -0.137 Ha
Strongest force on any atom: 4.507 eV Å⁻¹

CARTESIAN COORDINATES (ANGSTROEM)
O 1.00 -1.51 0.36
O 2.65 0.22 1.04
O 2.04 0.02 -1.34
S -2.75 0.18 -0.62
S -1.20 1.50 -0.06
S 1.70 -0.27 -0.01
H -3.43 -0.13 0.62

And the Löwdin charges, in e, turn out to be:
1 O -0.36
2 O -0.36
3 O -0.32
4 S -0.06
5 S -0.26
6 S 0.56
7 H -0.20